Version w
This record from the Open Molecules 2025 dataset describes 9 unconnected molecules or ions with the total composition C36H99N9O9. The level of theory is the ωB97M-V functional and the def2-TZVPD basis.

The geometry in ORCA input format:
```
! wB97M-V def2-TZVPD RIJCOSX def2/J DEFGRID3
* xyz 0 1
H -12.167 1.897 24.511
N -2.226 1.819 25.194
C -6.555 5.465 26.563
H -4.969 5.459 36.031
H -1.649 2.737 33.696
H -6.851 1.698 27.414
C 0.973 2.414 32.382
H -9.898 7.990 26.291
H -9.270 2.312 33.206
H -5.469 6.979 19.832
H -3.162 8.843 30.422
H 1.859 2.983 32.102
H -6.629 1.101 31.343
C -6.463 7.507 23.319
H -6.407 4.078 32.978
H -6.080 4.523 26.289
H -6.938 4.416 28.319
H -10.926 0.688 24.855
H -1.949 11.022 32.980
C -4.500 6.362 35.639
H -8.139 10.632 29.463
O -8.555 8.874 27.527
H -3.735 7.551 19.753
H -2.372 3.327 30.173
C -12.609 0.186 22.481
O -4.983 2.456 27.578
C -9.467 8.992 28.566
H -9.464 0.275 22.894
H -10.391 -0.439 21.695
H -7.419 3.670 31.733
H -9.926 10.913 30.703
H -3.338 10.285 29.429
O -5.148 7.545 35.950
H -9.259 5.421 32.112
C -2.972 10.655 32.904
H -10.122 3.224 26.228
C -5.367 8.986 21.711
C -4.192 3.116 24.535
N -9.623 9.952 30.778
H -4.385 6.249 34.561
N -3.355 12.168 31.146
H -6.291 9.357 19.883
H -5.617 6.819 23.326
H -12.704 -0.128 21.441
C -4.284 1.693 26.614
H -9.598 9.690 25.847
H -4.438 8.517 22.035
H -4.953 10.723 36.676
H -5.570 9.959 22.159
C -8.789 5.630 33.073
C -9.542 2.822 25.397
O -3.035 9.293 33.156
H -3.837 12.209 30.260
H -4.593 10.603 31.439
C -11.381 0.967 22.828
H -6.519 11.144 37.049
N -10.383 -0.049 22.626
C -5.286 9.050 20.170
H -3.093 1.864 30.649
H -6.292 8.199 24.143
H -4.949 7.127 31.134
H -1.472 9.149 34.407
H -8.453 8.497 25.507
H -0.731 5.162 32.475
H -7.218 9.128 31.233
C -6.046 1.708 28.149
H -8.809 0.831 33.725
C -6.056 9.020 37.596
H -4.123 3.263 30.540
H -5.255 7.026 37.854
H -5.823 0.662 28.357
C -7.375 3.603 32.820
H -7.844 7.070 27.929
C -9.160 8.792 26.282
H -6.193 9.963 35.710
H -5.316 6.898 28.675
H -4.861 5.805 32.198
H -10.167 9.771 28.266
H -9.865 8.058 28.962
H -6.435 8.801 39.632
C -2.892 9.896 30.344
H -2.542 1.070 24.595
H -0.395 3.289 30.951
H -4.973 1.269 25.883
H -4.513 2.269 23.929
H -7.005 8.495 37.494
H -6.495 2.265 28.972
N -7.969 6.165 28.361
H -8.119 6.373 29.338
H -1.692 2.312 24.492
C -7.438 2.182 33.223
C -0.265 3.286 32.033
N 0.086 4.576 32.573
O -10.236 2.556 24.200
C -5.045 7.947 37.311
O -8.391 4.303 33.609
C -5.614 5.869 28.881
H -13.516 0.700 22.799
C -11.195 1.516 24.199
H -3.472 6.444 35.993
H -7.282 2.160 34.302
O -6.508 8.119 22.012
H -3.706 0.899 27.086
H -6.517 10.298 39.028
N -8.707 1.505 32.980
C -4.837 6.043 31.135
H -5.068 3.648 24.906
N -4.317 10.071 19.760
H -11.265 1.814 22.152
H -8.021 7.786 30.415
C -1.638 2.745 32.606
H 0.901 1.382 32.038
C -8.682 9.721 29.714
N -5.971 9.449 39.011
H -5.979 6.301 26.166
H -12.631 -0.770 23.003
H -3.004 3.410 26.356
H -4.078 10.086 18.779
H 0.364 4.564 33.544
C -4.779 7.766 19.527
C -3.360 2.581 25.744
H -3.105 9.065 35.267
H -3.553 11.283 33.579
C -6.428 1.225 32.407
H -9.162 1.867 25.759
H -6.247 0.209 32.758
O -2.778 3.419 32.186
O -5.804 5.489 30.316
H -3.554 3.756 23.925
H -4.046 8.286 37.588
H -6.709 8.666 29.568
H -9.280 9.846 31.722
C -3.131 2.934 30.850
H -9.417 6.298 33.663
H -2.535 7.720 34.407
H -1.700 1.688 32.344
H -8.682 3.413 25.082
H -4.629 10.968 20.104
H -5.468 1.711 32.580
C -2.508 8.810 34.392
H -7.325 6.853 23.453
H 1.036 2.209 33.451
H -3.856 5.815 30.718
H -1.839 10.160 30.241
H -7.911 6.206 32.782
C -7.545 8.754 30.262
C -6.785 5.455 28.029
H -4.775 5.247 28.566
C -3.512 10.739 31.451
C -5.946 10.276 36.725
H -7.485 5.332 26.011
H -3.916 12.806 31.693
H -4.767 8.014 18.466
*
```

For the gap between HOMO and LUMO, the calculation gives 9.320 eV. Its SMILES is COC[C@H](C)N.COC[C@H](C)N.COC[C@H](C)N.COC[C@H](C)N.COC[C@H](C)N.COC[C@H](C)N.COC[C@H](C)N.COC[C@H](C)N.COC[C@H](C)N. The calculation puts the highest occupied orbital energy at -0.325 Ha.

***

Version x
This record from the Open Molecules 2025 dataset describes a molecular structure, C36H99N9O9. The level of theory is the ωB97M-V functional and the def2-TZVPD basis.

The geometry in ORCA input format:
```
! wB97M-V def2-TZVPD RIJCOSX def2/J DEFGRID3
* xyz 0 1
H -15.593 -19.556 -18.573
C -15.252 -14.762 -22.842
H -12.414 -11.067 -11.483
H -12.705 -8.911 -12.723
C -9.640 -16.989 -16.466
C -15.685 -11.560 -15.399
H -10.866 -11.664 -11.608
C -13.882 -11.242 -17.285
H -10.867 -12.013 -14.139
H -14.211 -18.954 -14.558
C -16.890 -12.236 -20.474
N -7.797 -15.515 -16.749
C -14.392 -16.625 -13.552
N -18.785 -9.078 -14.427
H -16.782 -15.232 -12.266
H -11.243 -11.425 -21.803
N -18.006 -11.256 -20.590
C -19.379 -8.497 -16.689
H -15.379 -11.356 -16.425
N -14.755 -15.499 -25.042
H -16.457 -13.468 -25.886
H -14.022 -17.054 -12.621
H -17.520 -10.376 -20.498
C -12.376 -23.282 -18.987
H -14.256 -22.503 -20.608
H -7.561 -18.330 -15.021
H -18.316 -13.856 -21.170
N -15.444 -14.627 -14.752
H -14.043 -13.810 -15.280
H -13.081 -12.587 -15.934
H -13.986 -14.543 -13.350
H -14.531 -11.861 -16.665
H -15.952 -13.641 -12.398
H -13.734 -14.116 -18.877
H -13.557 -10.452 -16.608
H -16.488 -9.234 -15.968
C -17.587 -13.699 -20.375
H -15.859 -14.084 -22.242
H -13.574 -16.674 -14.271
H -15.380 -15.013 -11.365
C -18.670 -9.541 -15.773
H -13.206 -23.988 -18.982
H -15.655 -12.622 -15.157
H -18.091 -13.792 -19.413
C -16.528 -13.905 -24.890
H -12.100 -16.670 -17.010
H -12.799 -10.848 -19.717
H -7.958 -16.810 -14.205
C -14.738 -14.470 -16.953
C -11.601 -11.210 -14.215
O -10.189 -17.029 -17.771
H -13.898 -15.787 -24.592
H -18.116 -9.610 -13.889
H -20.413 -8.355 -16.377
N -11.692 -12.364 -16.940
H -13.762 -17.034 -19.845
H -9.892 -17.865 -15.869
H -15.687 -10.811 -19.329
O -15.486 -17.485 -13.892
H -16.733 -13.789 -17.595
H -14.882 -10.999 -14.920
H -11.587 -23.740 -19.583
C -11.553 -17.284 -17.725
H -17.491 -16.188 -19.434
C -7.481 -17.245 -15.084
N -15.505 -20.079 -21.115
H -9.971 -12.450 -21.112
H -15.492 -12.509 -17.256
H -7.767 -17.563 -17.144
O -12.755 -22.021 -19.518
O -11.272 -12.151 -19.813
C -10.620 -11.594 -20.925
H -16.684 -11.914 -18.471
C -15.821 -14.720 -12.318
H -13.292 -12.909 -18.229
H -14.842 -15.352 -16.321
C -15.911 -13.469 -16.956
H -14.992 -15.321 -18.960
C -12.720 -12.042 -17.899
H -13.976 -16.188 -20.830
H -16.959 -16.310 -21.232
C -8.111 -16.861 -16.384
H -11.929 -23.374 -17.997
C -13.438 -17.175 -18.814
H -12.519 -17.753 -18.898
H -14.140 -17.806 -18.270
H -14.605 -10.888 -18.020
N -13.707 -13.796 -16.233
O -16.456 -14.565 -20.374
C -14.328 -20.319 -20.220
H -19.330 -10.397 -15.634
H -15.857 -16.423 -19.825
H -16.165 -12.330 -21.282
H -19.289 -8.901 -17.698
H -11.357 -10.958 -15.247
H -10.977 -10.188 -10.902
H -12.688 -13.603 -14.630
H -13.418 -19.947 -20.689
C -14.890 -15.140 -13.474
C -15.200 -14.324 -24.291
C -15.138 -18.876 -13.991
H -6.928 -15.435 -17.257
H -17.259 -14.699 -25.039
H -14.528 -15.209 -25.982
H -14.357 -12.992 -14.818
O -13.159 -15.925 -18.175
C -14.173 -14.957 -18.340
C -11.173 -10.188 -13.109
H -8.434 -15.099 -17.413
O -13.926 -14.784 -22.393
H -12.996 -14.506 -16.336
H -15.831 -13.695 -14.705
C -13.754 -15.142 -21.040
H -15.413 -20.697 -21.908
H -15.769 -15.683 -22.572
H -12.276 -8.674 -14.279
H -17.202 -10.506 -17.062
C -14.115 -21.782 -19.804
H -13.783 -19.609 -18.327
H -14.826 -22.123 -19.050
H -18.317 -8.183 -14.396
H -12.094 -12.964 -16.233
O -16.961 -11.057 -15.178
C -16.766 -15.965 -20.216
C -14.606 -19.388 -19.007
C -13.300 -12.736 -14.877
H -18.838 -7.550 -16.682
H -11.518 -10.447 -18.660
C -15.969 -11.864 -19.292
H -10.141 -9.894 -13.299
H -14.258 -14.404 -20.416
C -11.411 -10.729 -11.743
H -11.514 -18.355 -17.524
H -6.429 -16.968 -15.141
H -16.135 -15.242 -15.158
H -14.984 -19.440 -13.071
H -14.602 -18.341 -19.311
O -12.934 -11.678 -14.029
H -14.516 -13.490 -24.443
H -16.270 -13.386 -15.930
H -15.303 -12.689 -19.041
N -11.941 -8.989 -13.379
H -12.675 -15.042 -20.920
C -12.042 -11.306 -19.081
C -17.217 -10.037 -16.079
H -15.882 -19.395 -14.595
H -10.197 -16.230 -15.917
H -17.121 -13.173 -24.341
H -10.894 -12.737 -17.434
H -15.472 -19.137 -21.480
H -9.889 -10.816 -20.703
H -12.122 -17.202 -18.652
H -18.442 -11.361 -21.496
*
```

For the gap between HOMO and LUMO, the calculation gives 7.601 eV. The calculation puts the highest occupied orbital energy at -0.261 Ha.

***

Most stable to least stable, the ends of the list are version w and version x.